Formula: C35H69BBr22I2O
Source: the OMol25 dataset
Level of theory: wB97M-V/def2-TZVPD

Summary:
- gap between HOMO and LUMO (eV) = 8.66
- HOMO (eV) = -8.69

The geometry in XYZ format:
```
130
C35H69BBr22I2O (wB97M-V/def2-TZVPD)
C 4.113 1.107 5.917
O 5.145 1.417 5.023
C 5.096 2.764 4.566
C 4.057 2.935 3.495
C 4.259 4.152 2.622
C 3.787 5.503 3.198
C 2.925 5.469 4.454
C 1.430 5.614 4.181
C 0.539 4.881 5.187
C -0.661 4.157 4.562
C -0.793 2.687 4.994
B -0.398 1.659 3.915
C -0.725 1.881 2.429
I -2.679 2.555 2.015
C 0.171 1.673 1.504
C 1.534 1.192 1.783
I -0.197 1.991 -0.546
H 4.322 1.527 6.899
H 3.140 1.461 5.595
H 4.044 0.041 6.022
H 4.905 3.388 5.435
H 6.075 2.958 4.168
H 4.116 2.046 2.890
H 3.064 2.944 3.921
H 3.828 3.982 1.652
H 5.318 4.230 2.432
H 4.634 6.144 3.362
H 3.215 6.005 2.436
H 3.194 6.338 5.031
H 3.111 4.631 5.106
H 1.179 5.358 3.162
H 1.204 6.661 4.286
H 0.134 5.621 5.856
H 1.134 4.228 5.807
H -0.598 4.256 3.490
H -1.559 4.669 4.855
H -0.264 2.506 5.911
H -1.839 2.501 5.199
H 0.168 0.667 4.272
H 1.871 1.437 2.773
H 1.612 0.127 1.620
H 2.218 1.653 1.094
Br 2.712 0.943 -3.216
C 3.327 -0.752 -2.487
C 3.182 -0.774 -0.991
Br 4.566 0.283 -0.118
H 4.351 -0.890 -2.817
H 2.696 -1.511 -2.944
H 3.306 -1.781 -0.601
H 2.226 -0.377 -0.661
Br -2.938 4.440 -2.178
C -3.189 3.983 -4.051
C -2.730 2.580 -4.346
Br -0.790 2.452 -4.430
H -2.656 4.728 -4.632
H -4.257 4.077 -4.230
H -3.080 2.265 -5.327
H -3.058 1.865 -3.599
Br 2.443 -3.100 1.515
C 3.386 -4.799 1.532
C 4.176 -4.976 0.263
Br 3.019 -5.406 -1.238
H 2.638 -5.572 1.682
H 4.051 -4.764 2.391
H 4.865 -5.812 0.357
H 4.728 -4.084 -0.016
Br -2.365 0.202 8.803
C -4.205 0.740 9.139
C -4.631 1.871 8.243
Br -3.885 3.573 8.827
H -4.272 0.992 10.191
H -4.803 -0.145 8.937
H -5.705 2.006 8.286
H -4.326 1.727 7.214
Br 3.174 5.356 -3.775
C 3.555 3.983 -5.099
C 4.259 4.549 -6.301
Br 3.042 5.529 -7.461
H 2.609 3.514 -5.347
H 4.192 3.265 -4.589
H 4.659 3.747 -6.917
H 5.055 5.234 -6.032
Br -0.194 -6.789 2.201
C -0.534 -7.180 0.326
C -0.148 -8.591 -0.031
Br 1.780 -8.771 -0.169
H 0.016 -6.442 -0.249
H -1.601 -7.030 0.187
H -0.539 -8.853 -1.011
H -0.483 -9.320 0.699
Br -4.281 -0.525 -0.577
C -5.895 0.519 -0.888
C -6.683 0.003 -2.060
Br -5.873 0.491 -3.761
H -5.580 1.550 -1.011
H -6.481 0.428 0.022
H -7.674 0.451 -2.077
H -6.774 -1.078 -2.061
Br 2.216 -5.923 -5.043
C 4.023 -6.378 -5.596
C 5.042 -5.886 -4.605
Br 5.322 -3.964 -4.741
H 4.162 -5.961 -6.588
H 4.041 -7.463 -5.654
H 6.013 -6.333 -4.807
H 4.753 -6.086 -3.579
Br 1.282 -10.084 -9.342
C 2.659 -8.714 -9.297
C 4.023 -9.302 -9.052
Br 4.260 -9.815 -7.190
H 2.368 -8.001 -8.532
H 2.624 -8.235 -10.273
H 4.796 -8.563 -9.249
H 4.211 -10.189 -9.647
Br -9.599 -1.117 -6.412
C -9.690 0.673 -7.166
C -9.008 1.683 -6.285
Br -10.080 2.122 -4.724
H -10.740 0.896 -7.319
H -9.187 0.609 -8.127
H -8.874 2.622 -6.817
H -8.049 1.335 -5.915
Br -7.041 1.601 5.776
C -6.593 0.412 4.291
C -5.901 1.102 3.138
Br -7.169 2.167 2.113
H -7.533 -0.036 3.988
H -5.946 -0.351 4.718
H -5.503 0.364 2.444
H -5.090 1.773 3.403
```